Below is C22H30N6O3S in the gas phase, with properties calculated with ωB97M-V/def2-TZVPD.

The geometry in XYZ format:
```
62
Properties=species:S:1:pos:R:3:forces:R:3:nbo_charge:R:1
C -6.2975 -0.5059 -0.1021 0.002 -0.005 0.036 -0.624
C -4.9542 0.1386 0.0591 0.037 0.031 -0.102 -0.009
C -4.4659 0.3866 1.3492 0.011 0.043 0.067 -0.216
C -3.2361 0.9605 1.5801 -0.050 0.060 -0.178 -0.175
C -2.4669 1.2955 0.4732 -0.507 -0.124 -0.658 0.061
N -1.2109 1.8515 0.3951 0.302 0.307 -0.070 -0.512
C -0.9626 1.9626 -0.8755 0.220 0.028 0.340 0.230
S 0.5062 2.5895 -1.5696 0.218 0.416 -0.102 0.257
C 1.4588 2.8978 -0.0468 -0.084 0.189 -0.145 -0.621
C 2.7757 2.1381 -0.0138 -0.268 0.391 -0.169 0.683
O 3.8219 2.7049 -0.2538 0.120 0.261 -0.032 -0.611
N 2.7078 0.8138 0.2792 -0.232 -0.696 0.189 -0.459
C 3.9460 0.1315 0.6390 0.383 -0.011 -0.245 -0.223
C 4.2459 -1.1230 -0.1953 0.124 -0.035 0.175 -0.228
C 3.6312 -2.3763 0.4252 -0.011 0.135 -0.264 -0.608
C 5.7588 -1.2990 -0.3195 -0.274 0.045 -0.102 -0.599
C 1.4922 0.1516 0.6097 0.091 0.264 -0.158 -0.123
C 0.7752 -0.5065 -0.3634 0.621 0.229 0.282 0.481
N 1.2237 -0.5160 -1.6468 -0.172 -0.228 0.106 -0.802
N -0.3595 -1.2095 -0.0474 0.033 0.080 -0.198 -0.472
C -1.1585 -1.9262 -1.0310 -0.363 -0.500 -0.245 -0.229
C -0.7022 -3.3716 -1.3116 0.150 0.127 0.076 -0.205
C 0.5366 -3.4632 -2.2001 -0.243 -0.149 0.125 -0.618
C -0.4761 -4.1362 -0.0100 -0.247 0.015 -0.172 -0.621
C -0.8639 -1.2230 1.2532 0.073 -0.008 0.098 0.822
O -1.8924 -1.7922 1.5373 -0.186 -0.171 0.136 -0.628
N -0.1113 -0.5709 2.1802 0.004 0.078 0.535 -0.635
C 1.0654 0.1533 1.9815 -0.201 -0.229 -0.472 0.644
O 1.6203 0.6965 2.9129 0.100 0.165 0.156 -0.613
N -1.9668 1.4928 -1.6773 0.131 0.058 -0.076 -0.579
C -2.9641 1.0626 -0.8270 -0.095 -0.080 0.695 0.163
C -4.1997 0.4829 -1.0498 -0.056 -0.030 -0.049 -0.268
H -7.0664 0.0923 0.3845 -0.106 -0.005 -0.003 0.220
H -6.2985 -1.4904 0.3637 -0.078 -0.085 -0.004 0.221
H -6.5559 -0.6171 -1.1521 -0.071 -0.033 -0.053 0.210
H -5.0822 0.1067 2.1902 -0.075 -0.046 0.113 0.212
H -2.8727 1.1434 2.5777 0.059 0.012 0.149 0.223
H 0.7987 2.6242 0.7758 0.044 0.080 0.023 0.294
H 1.6885 3.9630 -0.0289 0.032 -0.163 0.075 0.256
H 3.9003 -0.1256 1.7016 0.014 0.026 0.009 0.208
H 4.7375 0.8693 0.4919 -0.081 -0.143 0.093 0.243
H 3.8332 -0.9836 -1.1996 0.027 0.027 0.049 0.194
H 2.5573 -2.2690 0.5530 -0.120 -0.079 0.049 0.206
H 4.0719 -2.5630 1.4022 0.047 -0.034 0.149 0.207
H 3.8198 -3.2432 -0.2048 -0.005 -0.146 -0.029 0.207
H 5.9919 -2.1955 -0.8895 0.083 -0.108 -0.029 0.206
H 6.2094 -1.3917 0.6659 0.110 -0.023 0.140 0.203
H 6.2044 -0.4450 -0.8233 0.105 0.088 -0.036 0.212
H 0.5928 -0.7552 -2.3903 0.025 0.000 0.023 0.399
H 1.9208 0.1803 -1.8608 -0.107 -0.040 0.035 0.423
H -2.1643 -1.9655 -0.6025 0.164 0.117 -0.191 0.265
H -1.2117 -1.3528 -1.9603 -0.034 0.062 0.067 0.186
H -1.5363 -3.8404 -1.8460 -0.002 0.066 0.021 0.203
H 0.7592 -4.5085 -2.4014 0.057 -0.107 -0.063 0.216
H 1.4022 -3.0219 -1.7146 0.116 0.018 0.010 0.216
H 0.3739 -2.9696 -3.1566 0.053 0.087 -0.154 0.193
H -0.3120 -5.1901 -0.2193 0.076 -0.109 -0.006 0.213
H 0.3989 -3.7547 0.5126 0.123 0.025 0.092 0.202
H -1.3368 -4.0394 0.6456 -0.029 -0.051 0.111 0.234
H -0.4853 -0.5670 3.1223 0.061 -0.046 -0.171 0.431
H -2.0081 1.5701 -2.6791 -0.011 0.001 0.049 0.422
H -4.5619 0.3053 -2.0520 -0.105 -0.048 -0.095 0.208
```
Positions in Å, forces in eV/Å.

Its total charge is 0. As for the HOMO energy: -8.14 eV. Its LUMO energy is 0.1 eV. Its total energy is -1808.898734 a.u. The value obtained for the relative energy (zero: lowest compared OMol25 entry of this formula, charge and spin) is 0.0 kJ/mol. As for the spin multiplicity: 1. Its structure (SMILES) is Cc1ccc2nc(SCC(=O)N(CC(C)C)c3c(N)n(CC(C)C)c(=O)[nH]c3=O)[nH]c2c1.

=====

Below is 2 unconnected molecules or ions with the total composition C22H30NO2Si at a distorted geometry, with properties calculated with ωB97M-V/def2-TZVPD.

The geometry in XYZ format:
```
56
Properties=species:S:1:pos:R:3:forces:R:3:nbo_charge:R:1
C -0.6662 0.3101 2.0710 -1.637 0.193 0.499 -0.632
C 0.5709 -0.0731 1.3956 3.043 2.158 0.746 -0.223
C 0.8546 -1.4344 0.9509 -0.131 -1.480 -0.417 -0.621
C 1.6968 0.7103 1.6459 -2.013 -1.537 -1.129 0.657
O 2.8936 0.2610 1.3160 1.248 0.251 0.022 -0.825
Si 4.4339 0.6164 2.0398 -0.593 -0.112 -0.181 1.871
C 5.6799 0.0379 0.7888 0.110 -0.047 -0.128 -1.145
C 4.6238 2.4270 2.4162 0.143 0.144 0.126 -1.151
C 4.5076 -0.3851 3.6010 0.065 -0.078 0.104 -1.153
O 1.6441 1.9150 2.2280 -0.470 1.443 -0.308 -0.542
C 1.1898 3.0049 1.3466 0.400 -1.014 0.252 -0.239
H -1.3835 -0.5231 2.0508 0.076 0.261 -0.017 0.216
H -0.4906 0.5499 3.1310 -0.158 0.077 -0.290 0.231
H -1.1627 1.1761 1.6064 -0.075 -0.122 0.257 0.192
H -0.0557 -2.0445 0.9932 0.156 -0.019 -0.103 0.209
H 1.2320 -1.4561 -0.0793 0.133 -0.264 0.281 0.189
H 1.6091 -1.9156 1.5919 -0.150 -0.007 -0.290 0.230
H 6.6897 0.1492 1.2142 -0.249 -0.026 -0.136 0.251
H 5.5431 -1.0200 0.5322 0.006 0.187 0.085 0.249
H 5.6422 0.6178 -0.1428 0.004 -0.081 0.216 0.245
H 5.6470 2.5674 2.8012 -0.239 0.057 -0.128 0.249
H 4.5058 3.0674 1.5331 0.031 -0.124 0.157 0.240
H 3.9243 2.7623 3.1928 0.176 -0.110 -0.215 0.256
H 5.4600 -0.1935 4.1163 -0.231 -0.078 -0.055 0.251
H 3.6905 -0.1167 4.2818 0.150 -0.036 -0.078 0.248
H 4.4428 -1.4600 3.3908 0.019 0.196 0.052 0.247
H 1.2037 3.9116 1.9391 -0.049 0.003 0.075 0.214
H 1.8768 3.1030 0.4942 -0.110 -0.048 0.243 0.183
H 0.1792 2.7813 0.9827 0.180 0.126 0.160 0.169
C 0.4399 -0.1144 -2.2969 1.002 0.112 0.428 -0.721
C -0.7315 0.3368 -1.5217 -2.212 -0.327 -1.796 0.324
N -1.9345 -0.2114 -1.7221 2.472 0.517 1.072 -0.285
C -3.1665 0.4220 -1.4160 -1.504 0.132 -0.065 0.087
C -3.3986 1.7418 -1.0794 -0.350 -0.037 -0.020 -0.193
C -4.7418 2.1480 -0.9514 0.170 -0.350 -0.044 -0.189
C -5.8004 1.2423 -1.1577 0.321 -0.043 0.085 -0.175
C -5.5439 -0.0832 -1.5301 0.353 0.046 0.150 -0.184
C -4.2168 -0.4804 -1.6806 -0.241 1.150 0.533 0.025
C -3.6312 -1.7129 -2.1306 0.470 -0.955 -0.265 -0.076
C -2.2332 -1.5410 -2.1620 -0.736 -0.780 -0.706 0.166
C -1.4117 -2.5584 -2.6222 0.200 -0.235 -0.191 -0.220
C -2.0074 -3.7762 -3.0094 -0.193 0.340 0.150 -0.190
C -3.3999 -3.9575 -2.9483 0.327 0.087 0.084 -0.168
C -4.2223 -2.9184 -2.5169 0.323 0.508 0.306 -0.167
H 1.1967 0.6766 -2.2288 -0.155 -0.224 -0.157 0.264
H 0.9255 -1.0126 -1.8966 -0.181 0.117 0.036 0.271
H 0.1953 -0.3247 -3.3504 -0.144 0.175 0.385 0.268
H -0.7403 1.3466 -1.1053 -0.006 -0.503 0.209 0.230
H -2.5595 2.4222 -0.9567 -0.368 0.135 0.091 0.220
H -4.9649 3.1823 -0.6924 0.083 -0.291 -0.048 0.238
H -6.8338 1.5709 -1.0171 0.429 -0.053 -0.100 0.239
H -6.3344 -0.8223 -1.6824 0.124 0.452 -0.008 0.232
H -0.3400 -2.4004 -2.7160 -0.350 -0.404 0.051 0.229
H -1.3806 -4.5933 -3.3692 -0.135 0.319 0.131 0.239
H -3.8428 -4.9165 -3.2286 0.227 0.356 0.039 0.240
H -5.3038 -3.0121 -2.4404 0.242 -0.156 -0.148 0.232
```
Positions in Å, forces in eV/Å.

Its total charge is +1. As for the HOMO energy: -10.24 eV. Its LUMO energy is -4.8 eV. Its total energy is -1350.830297 a.u. The value obtained for the relative energy (zero: lowest compared OMol25 entry of this formula, charge and spin) is 0.0 kJ/mol. As for the spin multiplicity: 1.

=====

Below is a molecular structure, C22H31AlF5Sb2Si at a distorted geometry, with properties calculated with ωB97M-V/def2-TZVPD.

The geometry in XYZ format:
```
62
Properties=species:S:1:pos:R:3:forces:R:3:nbo_charge:R:1
Al 8.2980 10.2408 11.5054 -0.678 0.301 0.697 1.219
C 6.6499 8.2515 8.4960 0.123 -1.583 -0.356 -0.952
Sb 7.5091 7.7817 10.4303 -1.128 -0.627 0.069 1.061
C 5.8590 6.6630 11.2801 -0.179 0.328 -0.189 -0.943
C 8.9815 6.1549 10.0327 -0.749 0.430 -0.425 -0.683
C 9.6356 6.3896 8.6999 1.022 0.177 -0.392 -0.064
C 9.1179 5.7337 7.5628 1.227 0.679 0.416 -0.195
C 9.8044 5.6638 6.3607 1.300 0.822 0.801 -0.191
C 10.9703 6.4341 6.1852 -0.029 0.911 0.463 -0.196
C 11.3608 7.2804 7.2308 -0.618 0.228 1.216 -0.189
C 10.8048 7.1905 8.5456 -1.005 -1.267 -0.716 -0.069
C 11.4584 7.8653 9.7084 -1.443 0.490 1.068 -0.675
Sb 10.5678 9.8635 10.0658 1.120 0.032 0.023 1.025
C 10.4652 10.7210 8.0720 0.247 -1.556 -0.156 -0.929
C 12.2295 10.8244 11.1724 -1.269 -0.656 -0.497 -0.891
H 7.1501 9.1462 8.1116 -0.448 -0.179 -0.060 0.236
H 5.5437 8.3192 8.6006 0.901 0.377 0.064 0.264
H 6.8461 7.3608 7.8170 -0.056 1.215 0.723 0.251
H 4.9132 7.2447 11.3292 0.782 -0.209 -0.138 0.259
H 6.1314 6.3462 12.2786 0.043 0.000 0.223 0.242
H 5.7090 5.7684 10.6724 0.000 0.142 -0.044 0.241
H 8.4868 5.1837 10.0550 -0.546 0.242 -0.241 0.256
H 9.6276 6.0795 10.8873 0.628 0.462 0.249 0.241
H 8.1960 5.2425 7.6766 -0.979 -0.918 0.070 0.209
H 9.5228 4.9650 5.6238 -0.571 -0.447 -0.868 0.231
H 11.5757 6.4818 5.2624 -0.737 -0.250 0.462 0.239
H 12.0284 8.1326 7.1153 0.601 -0.680 -0.374 0.206
H 12.4900 8.0185 9.5226 1.007 0.421 -0.176 0.250
H 11.3807 7.4132 10.7398 -0.099 -0.018 -1.358 0.248
H 11.1918 10.2211 7.3860 -0.597 0.575 0.647 0.250
H 10.7164 11.7155 8.2833 0.719 1.592 -0.062 0.236
H 9.4732 10.7621 7.6114 0.080 -0.467 0.358 0.251
H 12.2725 11.7801 10.7114 0.471 0.911 -0.276 0.237
H 13.1379 10.2668 11.1095 0.569 -0.324 -0.506 0.240
H 12.0151 10.9379 12.2214 -0.555 0.013 0.295 0.246
C 7.4062 9.3152 15.8680 -0.250 -0.047 2.171 -1.136
Si 7.2773 10.7824 14.6962 -2.121 -0.057 0.521 1.679
C 7.2844 12.3464 15.7566 -0.046 0.270 0.751 -1.125
C 5.5456 10.8124 13.8913 0.574 -0.462 -1.094 -1.111
C 8.5622 10.7432 13.3538 1.703 -1.183 1.130 -1.603
H 8.3585 9.3965 16.5034 -1.248 -0.254 -0.897 0.243
H 7.3951 8.3656 15.3566 0.360 -0.433 -0.357 0.227
H 6.5248 9.1732 16.6292 1.511 0.773 -1.384 0.259
H 6.4351 12.3234 16.5152 0.772 -0.070 -1.164 0.255
H 7.1376 13.2407 15.0834 0.411 -0.672 0.969 0.240
H 8.1942 12.3996 16.4248 -0.681 0.329 -1.026 0.245
H 4.7944 10.9493 14.6347 -0.608 0.220 0.718 0.243
H 5.2147 9.9054 13.3148 0.547 0.712 0.341 0.225
H 5.5022 11.6893 13.2125 -0.084 -0.445 0.258 0.226
H 9.3461 10.1037 13.8655 -0.374 0.631 -0.543 0.264
H 8.9692 11.7653 13.3751 0.115 -0.099 -0.394 0.285
F 9.2128 13.0489 10.9657 -1.397 -0.712 0.130 -0.345
C 7.8511 12.9084 10.6496 0.582 1.001 -0.348 0.375
C 7.1502 11.7157 10.8329 2.692 0.235 0.033 -0.691
C 5.8849 11.6569 10.3788 -1.321 -0.177 -1.307 0.388
F 5.1931 10.4844 10.5333 0.108 0.797 -0.188 -0.328
C 5.3785 12.6801 9.5704 -1.344 0.102 -0.146 0.257
F 4.1333 12.6645 9.0418 0.792 -0.479 0.233 -0.285
C 6.1291 13.8194 9.3237 0.340 0.628 -0.355 0.300
F 5.7818 14.7234 8.3838 -0.346 -0.587 1.029 -0.275
C 7.3237 14.0338 10.0035 -0.893 -2.273 0.175 0.283
F 7.8987 15.1880 9.9522 1.050 1.080 -0.266 -0.258
```
Positions in Å, forces in eV/Å.

Its total charge is +1. As for the HOMO energy: -11.72 eV. Its LUMO energy is -3.1 eV. Its total energy is -2368.364736 a.u. As for the spin multiplicity: 1.

=====

Below is a molecular structure, C22H31As2BiN6P, with properties calculated with ωB97M-V/def2-TZVPD.

The geometry in XYZ format:
```
63
Properties=species:S:1:pos:R:3:forces:R:3:nbo_charge:R:1
Bi -0.4269 -0.5381 -0.3301 0.219 0.198 0.159 1.589
C 2.3722 2.1536 3.9240 -0.013 0.006 -0.045 -0.415
N 1.8416 1.8763 2.5789 -0.015 0.050 0.014 -0.280
C 2.0472 2.6709 1.4848 0.060 -0.021 0.008 -0.024
C 1.3915 2.0871 0.4479 -0.077 0.033 0.015 -0.067
N 0.7768 0.9513 0.9106 -0.002 -0.098 -0.089 -0.601
C 1.0664 0.8410 2.2146 -0.039 -0.032 -0.006 0.108
P 0.4962 -0.4363 3.3929 -0.033 -0.023 0.062 0.820
C -1.2709 -0.3509 2.9533 0.056 -0.026 -0.056 0.072
N -1.7488 -0.3161 1.7103 -0.071 0.037 -0.005 -0.584
C -3.1140 -0.2529 1.8068 0.053 -0.055 -0.003 -0.071
C -3.4554 -0.2515 3.1272 -0.009 0.012 0.016 -0.021
N -2.2893 -0.3124 3.8352 -0.027 0.009 0.064 -0.283
C -2.1953 -0.3386 5.3021 -0.014 0.003 -0.054 -0.415
C 0.9617 -1.8887 2.3926 0.072 0.046 -0.019 0.080
N 0.8360 -2.0047 1.0699 -0.035 -0.045 0.020 -0.593
C 1.3075 -3.2451 0.7248 -0.031 0.037 0.006 -0.071
C 1.7283 -3.8758 1.8565 0.055 0.011 0.008 -0.019
N 1.5128 -3.0112 2.8926 -0.020 -0.065 0.040 -0.282
C 1.8393 -3.2892 4.2993 -0.013 -0.002 -0.054 -0.415
H 3.0539 2.9948 3.8470 0.003 -0.002 0.009 0.254
H 1.5601 2.4113 4.5990 0.001 -0.002 0.010 0.238
H 2.9154 1.2889 4.2947 -0.003 -0.002 0.007 0.237
H 2.6355 3.5714 1.5324 0.007 -0.004 0.004 0.267
H 1.3122 2.4179 -0.5713 -0.008 -0.011 -0.008 0.237
H -3.7626 -0.2236 0.9472 0.008 0.002 0.003 0.239
H -4.4169 -0.2119 3.6102 0.002 -0.002 0.007 0.264
H -3.2003 -0.2655 5.7058 0.003 0.002 0.006 0.255
H -1.7498 -1.2738 5.6315 0.004 0.001 0.008 0.232
H -1.6095 0.5066 5.6538 0.009 -0.003 0.009 0.234
H 1.3194 -3.6065 -0.2899 -0.016 -0.006 0.001 0.240
H 2.1618 -4.8504 2.0041 0.002 0.001 0.007 0.266
H 2.1960 -4.3122 4.3659 0.004 0.002 0.010 0.255
H 2.6203 -2.6151 4.6417 -0.001 0.005 0.008 0.237
H 0.9500 -3.1861 4.9156 0.004 0.003 0.011 0.231
C 2.7460 -1.4850 -3.0093 0.000 -0.030 0.043 -0.928
As 1.4513 -0.1524 -2.4943 -0.172 0.043 -0.073 0.948
C 2.3522 1.4888 -2.9942 0.010 -0.012 0.012 -0.918
C -0.0215 -0.3066 -3.7454 0.054 -0.008 -0.015 -0.419
C 0.0849 -1.1619 -4.8391 -0.017 0.014 -0.004 -0.197
C -0.9521 -1.2619 -5.7559 0.003 -0.003 -0.004 -0.153
C -2.1050 -0.5110 -5.5851 0.002 0.004 0.008 -0.156
C -2.2274 0.3323 -4.4899 0.001 -0.022 0.005 -0.220
C -1.1963 0.4418 -3.5601 -0.029 0.063 -0.022 -0.278
As -1.4203 1.6270 -2.0323 -0.180 -0.267 -0.100 0.889
C -1.1644 3.4190 -2.7225 0.104 -0.009 0.081 -0.899
C -3.3372 1.5960 -1.7333 0.003 0.043 -0.036 -0.937
H 2.3729 -2.4932 -2.8465 -0.022 0.002 -0.025 0.254
H 3.6411 -1.3246 -2.4107 0.011 -0.028 -0.009 0.266
H 2.9865 -1.3401 -4.0613 0.054 -0.026 0.004 0.264
H 2.5343 1.4274 -4.0666 0.047 0.046 0.003 0.269
H 3.2972 1.5648 -2.4595 0.003 0.013 0.002 0.262
H 1.7369 2.3603 -2.7849 0.003 -0.013 -0.022 0.231
H 0.9772 -1.7533 -4.9947 0.004 -0.001 -0.007 0.230
H -0.8550 -1.9230 -6.6065 0.000 -0.001 0.002 0.254
H -2.9112 -0.5813 -6.3027 0.000 0.001 0.000 0.255
H -3.1388 0.9046 -4.3726 -0.001 0.005 -0.002 0.228
H -1.7808 3.4742 -3.6189 0.019 0.086 -0.011 0.263
H -0.1255 3.6107 -2.9763 -0.020 0.012 -0.017 0.247
H -1.5077 4.1377 -1.9814 -0.002 0.021 -0.011 0.263
H -3.8417 2.1124 -2.5485 -0.024 0.003 0.016 0.262
H -3.5597 2.1138 -0.8017 -0.004 0.004 -0.001 0.257
H -3.6982 0.5690 -1.6880 0.017 -0.002 0.009 0.246
```
Positions in Å, forces in eV/Å.

Its total charge is +3. As for the HOMO energy: -17.11 eV. Its LUMO energy is -8.7 eV. Its total energy is -6212.080563 a.u. As for the spin multiplicity: 1.